1.
The following is a quantum chemistry calculation of a 2-piece molecular cluster, C5H12ClNO overall, from OMol25.

The charge is 0. The calculation puts the gap between HOMO and LUMO at 10.5 eV. The calculation puts the relative energy (zero: lowest compared OMol25 entry of this formula, charge and spin) at 0.00 kJ/mol. For the LUMO energy, the calculation gives 0.8089 eV.

Each line ends with the Löwdin charge.
Element x y z (Å)
C: 1.338 -1.363 -2.336  -0.0870
N: 1.914 -1.175 -1.019  -0.0167
C: 1.797 0.015 -0.367  -0.5607
C: 2.447 0.066 0.999  -0.0152
O: 1.203 0.965 -0.867  0.0281
H: 1.547 -2.390 -2.678  0.0847
H: 1.773 -0.655 -3.062  0.0884
H: 0.245 -1.216 -2.314  0.0863
H: 2.416 -1.944 -0.569  0.1402
H: 3.531 -0.122 0.929  0.0827
H: 2.291 1.069 1.432  0.0852
H: 2.003 -0.682 1.677  0.0836
C: -2.693 1.501 1.571  -0.1894
C: -2.975 0.532 0.444  -0.6606
Cl: -2.507 -1.136 0.895  0.4950
H: -2.990 2.519 1.266  0.0766
H: -1.618 1.508 1.819  0.0699
H: -3.261 1.225 2.475  0.0711
H: -4.050 0.500 0.180  0.0688
H: -2.410 0.783 -0.474  0.0691

2.
The following is a quantum chemistry calculation of a 2-piece molecular cluster, C5H12ClPS2 overall, from OMol25.

The charge is 0. The calculation puts the gap between HOMO and LUMO (alpha / beta) at 8.0 / 6.0 eV. The calculation puts the relative energy (zero: lowest compared OMol25 entry of this formula, charge and spin) at 123.28 kJ/mol. For the LUMO energy (alpha / beta), the calculation gives -0.5093 / -1.5786 eV.

Each line ends with the Löwdin charge.
Element x y z (Å)
C: 1.444 -1.402 -1.737  -0.1049
C: 0.512 0.652 -0.648  -0.2115
C: 2.008 -0.731 0.759  -0.1306
C: -4.817 0.457 1.338  -0.5406
C: 1.032 -0.780 -0.367  -0.9344
P: -5.872 0.865 -0.064  0.3375
S: -1.544 -0.435 1.139  0.2735
S: -0.530 -1.656 0.071  0.4858
Cl: -5.872 -0.924 -0.853  0.1136
H: 0.462 -1.205 -2.270  0.0824
H: 2.351 -0.831 -2.052  0.0931
H: 1.721 -2.475 -1.539  0.0906
H: -0.267 0.676 -1.406  0.0701
H: 1.475 1.188 -0.937  0.1059
H: 0.222 1.182 0.321  0.0426
H: 1.657 0.043 1.566  0.1118
H: 2.134 -1.702 1.321  0.0905
H: 3.030 -0.459 0.450  0.0839
H: -3.782 -0.060 1.012  -0.0645
H: -4.634 1.455 1.666  -0.0178
H: -5.412 -0.114 2.051  0.0230

3.
The following is a quantum chemistry calculation of a 2-piece molecular cluster, C5H12F4N2O2Si overall, from OMol25.

The charge is 0. The calculation puts the gap between HOMO and LUMO at 9.2 eV. For the LUMO energy, the calculation gives -0.0801 eV.

Each line ends with the Löwdin charge.
Element x y z (Å)
N: 2.129 -0.397 2.065  -0.0023
C: 1.464 -0.248 0.768  -0.3711
C: 0.816 1.124 0.623  -0.3158
Si: -0.679 1.473 1.705  0.7976
C: -1.775 -0.086 2.062  -0.5180
F: -1.059 -1.247 2.225  0.0275
F: -2.384 0.161 3.271  0.0218
C: -2.889 -0.420 1.038  -0.3246
F: -4.007 -0.840 1.700  0.0659
F: -3.234 0.670 0.309  0.0435
H: 1.552 -0.041 2.820  0.0453
H: 2.244 -1.381 2.272  0.0660
H: 2.231 -0.332 0.001  0.0823
H: 0.748 -1.046 0.545  0.0931
H: 0.556 1.286 -0.421  0.0462
H: 1.570 1.875 0.875  0.0790
H: -1.539 2.450 1.012  -0.0202
H: -0.329 2.081 3.005  -0.0220
H: -2.592 -1.247 0.392  0.1621
C: 1.102 -0.771 -4.364  0.0506
N: 0.939 -0.263 -2.975  -0.4384
O: 1.937 0.041 -2.360  0.0704
O: -0.194 -0.189 -2.550  0.0641
H: 2.159 -0.781 -4.602  0.0946
H: 0.679 -1.770 -4.395  0.1010
H: 0.554 -0.101 -5.020  0.1011

4.
The following is a quantum chemistry calculation of C5H12FO2Sr as an isolated structure, from OMol25.

The charge is +1. The calculation puts the gap between HOMO and LUMO at 6.2 eV. The calculation puts the relative energy (zero: lowest compared OMol25 entry of this formula, charge and spin) at 0.00 kJ/mol. For the LUMO energy, the calculation gives -3.8946 eV.

Each line ends with the Löwdin charge.
Element x y z (Å)
F: 0.977 2.255 -0.133  -0.2419
C: 0.092 -0.694 2.464  -0.0389
O: 0.545 0.334 1.581  -0.4246
C: 0.450 1.661 2.094  -0.1734
C: 1.313 2.540 1.235  -0.0897
H: 0.281 -1.686 2.034  0.1061
H: 0.657 -0.587 3.396  0.1085
H: -0.990 -0.574 2.594  0.1145
H: 0.831 1.694 3.124  0.1518
H: -0.605 1.970 2.064  0.1536
H: 2.379 2.309 1.324  0.1394
H: 1.121 3.603 1.399  0.1475
Sr: 0.839 0.065 -0.775  1.6567
C: -0.559 -2.335 -3.390  -0.1725
O: -1.432 -2.029 -2.347  -0.3202
C: -1.292 -0.695 -1.861  -0.4007
H: -0.627 -3.411 -3.595  0.0943
H: -0.811 -1.777 -4.309  0.0929
H: 0.492 -2.096 -3.126  0.0498
H: -2.087 -0.565 -1.107  0.0208
H: -1.574 0.018 -2.665  0.0257

5.
The following is a quantum chemistry calculation of C5H12FO2Y as an isolated structure, from OMol25.

The charge is +2. The calculation puts the gap between HOMO and LUMO at 6.1 eV. For the LUMO energy, the calculation gives -9.5914 eV.

Each line ends with the Löwdin charge.
Element x y z (Å)
F: 0.504 -2.205 0.319  -0.1513
C: -1.406 0.781 2.189  -0.0064
O: -0.904 -0.345 1.464  -0.3743
C: -0.630 -1.493 2.264  -0.1407
C: -0.423 -2.649 1.327  -0.0430
H: -1.672 1.588 1.493  0.1169
H: -2.297 0.447 2.729  0.1258
H: -0.632 1.129 2.882  0.1251
H: -1.487 -1.714 2.916  0.1705
H: 0.261 -1.298 2.879  0.1637
H: -1.331 -2.925 0.783  0.1527
H: 0.028 -3.513 1.821  0.1655
Y: 0.181 -0.207 -0.534  2.0005
C: 0.653 1.699 -3.656  -0.1304
O: 1.254 2.249 -2.525  -0.2556
C: 1.717 1.269 -1.593  -0.3394
H: 0.194 2.511 -4.235  0.1145
H: 1.389 1.177 -4.296  0.1098
H: -0.139 0.970 -3.385  0.0550
H: 2.201 1.838 -0.781  0.0649
H: 2.541 0.690 -2.061  0.0764

6.
The following is a quantum chemistry calculation of an isolated ion of composition C5H12IN2 and charge +1, from OMol25.

The charge is +1. The calculation puts the gap between HOMO and LUMO at 8.8 eV. The calculation puts the relative energy (zero: lowest compared OMol25 entry of this formula, charge and spin) at 196.80 kJ/mol. For the LUMO energy, the calculation gives -3.6357 eV.

Each line ends with the Löwdin charge.
Element x y z (Å)
C: -1.767 0.311 -0.567  -0.1000
N: -0.579 -0.224 -1.045  -0.2187
C: -0.194 -1.518 -0.420  -0.1010
C: 0.803 -1.102 0.692  -0.2104
C: 1.516 0.078 0.147  -0.7758
N: 1.396 1.285 1.069  0.1634
I: 3.622 -0.299 -0.210  0.9425
C: 0.650 0.431 -1.222  -0.1490
H: -2.338 1.016 -1.307  0.1350
H: -2.413 -0.538 -0.355  0.0943
H: -1.701 0.908 0.324  0.0613
H: 0.403 -2.194 -1.011  0.1268
H: -1.095 -2.020 -0.201  0.1115
H: 0.318 -0.800 1.602  0.1098
H: 1.377 -1.924 1.149  0.1211
H: 1.845 2.207 0.777  0.1999
H: 1.594 1.129 2.022  0.1370
H: 0.430 1.556 1.243  0.1533
H: 0.582 1.438 -1.374  0.0997
H: 1.079 0.044 -2.087  0.0994

no.,F_max (hartree/bohr)
1,0.017
2,0.061
3,0.014
4,0.038
5,0.039
6,0.066